# 1
DFT (ωB97M-V with the def2-TZVPD basis set) results for a single C20H29FN2O molecule.

Calculated values
HOMO-LUMO gap: 8.930 eV
SMILES: C=CCC(=O)N(CC)C[C@H]1CCCN(CCc2cccc(F)c2)C1
Total energy: -1064.11428 hartree
HOMO level: -8.114 eV

```
! RIJCOSX wB97M-V def2-TZVPD def2/J DEFGRID3
* xyz 0 1
C 4.14 2.80 -4.01
C 3.62 2.89 -2.80
C 2.18 2.63 -2.46
C 2.09 1.67 -1.28
O 1.88 2.10 -0.16
N 2.30 0.36 -1.51
C 2.50 -0.22 -2.83
C 1.20 -0.51 -3.58
C 2.32 -0.54 -0.37
C 1.04 -1.36 -0.18
C 1.15 -2.22 1.08
C -0.16 -2.97 1.30
C -1.32 -1.99 1.36
N -1.37 -1.23 0.12
C -2.60 -0.53 -0.14
C -2.86 0.78 0.64
C -3.00 0.59 2.12
C -2.07 1.12 3.01
C -2.19 0.92 4.37
C -3.24 0.19 4.88
C -4.17 -0.33 4.00
F -5.21 -1.04 4.48
C -4.07 -0.14 2.63
C -0.18 -0.44 -0.05
H 5.18 3.01 -4.20
H 3.54 2.53 -4.87
H 4.24 3.18 -1.96
H 1.64 2.27 -3.33
H 1.73 3.57 -2.12
H 3.04 -1.16 -2.69
H 3.13 0.45 -3.42
H 0.59 -1.24 -3.05
H 0.60 0.40 -3.71
H 1.43 -0.90 -4.57
H 2.48 0.08 0.51
H 3.18 -1.22 -0.48
H 0.89 -2.03 -1.03
H 1.98 -2.92 0.99
H 1.34 -1.57 1.94
H -0.32 -3.66 0.46
H -0.12 -3.55 2.22
H -2.26 -2.53 1.48
H -1.19 -1.33 2.24
H -3.43 -1.23 0.05
H -2.61 -0.28 -1.20
H -3.79 1.21 0.25
H -2.05 1.49 0.44
H -1.24 1.69 2.63
H -1.46 1.34 5.05
H -3.36 0.01 5.94
H -4.82 -0.55 1.98
H -0.29 0.15 -0.97
H 0.00 0.25 0.78
*
```

Mulliken atomic charge list, values in e, 5 entries:
1. C -0.867
2. C -0.068
3. C -0.809
4. C 0.955
5. O -0.648

---

# 2
DFT (ωB97M-V with the def2-TZVPD basis set) results for a single C5H5ClF2 molecule.

Calculated values
HOMO-LUMO gap: 9.556 eV
SMILES: C=C(C)C(Cl)=C(F)F
Total energy: -853.38889 hartree
HOMO level: -8.815 eV

```
! RIJCOSX wB97M-V def2-TZVPD def2/J DEFGRID3
* xyz 0 1
C 1.39 -1.69 -0.76
C 1.25 -0.53 -0.11
C 2.37 0.11 0.62
C -0.02 0.18 -0.09
Cl -0.03 1.93 -0.17
C -1.23 -0.47 0.08
F -2.38 0.09 -0.03
F -1.29 -1.75 0.46
H 0.54 -2.22 -1.14
H 2.31 -2.16 -0.86
H 2.76 0.99 0.11
H 2.07 0.46 1.57
H 3.22 -0.59 0.79
*
```

Mulliken atomic charge list, values in e, 5 entries:
1. C -1.042
2. C 0.882
3. C -1.376
4. C 0.139
5. Cl -0.186

---

# 3
DFT (ωB97M-V with the def2-TZVPD basis set) results for 2 unconnected molecules or ions with the total composition C6H4Cl3NO2.

Calculated values
HOMO-LUMO gap: 9.477 eV
Total energy: -1816.77813 hartree
HOMO level: -10.010 eV

```
! RIJCOSX wB97M-V def2-TZVPD def2/J DEFGRID3
* xyz 0 1
C 1.84 1.52 1.02
C 1.40 2.52 0.09
C 1.13 0.39 0.78
C 0.45 1.98 -0.69
C -0.58 -0.11 -0.90
C -1.61 -2.61 0.09
N 0.26 0.65 -0.28
O -1.28 -0.28 -1.79
O -0.83 -1.68 0.46
Cl -1.26 -3.27 -1.58
Cl -1.50 -4.01 1.21
Cl -3.36 -2.11 0.05
H 2.60 1.65 1.76
H 1.77 3.53 0.04
H 1.12 -0.57 1.24
H -0.14 2.39 -1.50
*
```

Mulliken atomic charge list, values in e, 5 entries:
1. C -0.477
2. C -0.444
3. C -0.342
4. C -0.437
5. C 0.875

---

# 4
DFT (ωB97M-V with the def2-TZVPD basis set) results for a molecular structure, C35H41MgN8O6SSe.

Calculated values
HOMO-LUMO gap: 4.743 eV
Total energy: -5247.50948 hartree
HOMO level: -2.739 eV

```
! RIJCOSX wB97M-V def2-TZVPD def2/J DEFGRID3
* xyz -1 1
Mg -0.32 0.84 -0.34
C 1.02 -2.18 -0.14
N 0.22 -2.57 0.98
C 0.41 -3.94 1.41
C -0.47 -1.66 1.71
N -0.39 -0.41 1.39
C -1.14 0.58 2.02
C -2.48 0.40 2.33
C -3.17 1.38 3.05
C -2.53 2.51 3.47
C -1.20 2.78 3.08
C -0.57 3.99 3.42
C 0.66 4.29 2.91
C 1.31 3.40 2.04
C 0.75 2.17 1.74
N 1.41 1.33 0.84
C 2.65 1.05 1.03
N 3.45 0.58 0.03
C 4.58 -0.29 0.31
C 3.12 0.73 -1.36
N 3.30 1.11 2.26
C 2.56 0.90 3.48
C 4.47 1.95 2.41
C -0.51 1.82 2.28
N -1.03 -2.17 2.89
C -0.86 -1.43 4.12
C -2.25 -2.96 2.84
H 1.13 -3.03 -0.82
H 2.02 -1.86 0.19
H 0.54 -1.36 -0.66
H 0.06 -4.62 0.63
H -0.13 -4.13 2.33
H 1.48 -4.12 1.59
H -2.99 -0.47 1.96
H -4.22 1.22 3.28
H -3.05 3.25 4.06
H -1.08 4.68 4.07
H 1.13 5.24 3.14
H 2.23 3.69 1.56
H 4.58 -0.58 1.35
H 5.53 0.21 0.08
H 4.50 -1.18 -0.32
H 2.37 1.51 -1.45
H 2.73 -0.19 -1.79
H 4.02 1.02 -1.91
H 1.68 0.32 3.25
H 2.26 1.84 3.96
H 3.20 0.34 4.18
H 4.91 2.15 1.43
H 5.22 1.44 3.04
H 4.22 2.90 2.88
H 0.00 -0.77 4.04
H -0.67 -2.15 4.93
H -1.74 -0.83 4.39
H -2.50 -3.15 1.80
H -3.08 -2.40 3.29
H -2.12 -3.90 3.39
O -2.90 -1.93 0.21
S -2.81 -1.42 -1.15
O -4.01 -0.88 -1.72
N -1.50 -0.54 -1.28
C -1.37 0.28 -2.40
C -1.75 -0.22 -3.70
C -1.23 0.22 -4.90
C -0.28 1.21 -5.18
C 0.33 2.08 -4.27
C 1.04 3.24 -4.69
C 1.56 4.12 -3.77
C 1.43 3.86 -2.41
N 0.86 2.73 -1.99
C 0.35 1.90 -2.87
C -2.51 -2.94 -2.10
C -1.31 -3.23 -2.72
C -1.17 -4.41 -3.43
C -2.23 -5.29 -3.54
C -3.43 -5.01 -2.90
C -3.57 -3.83 -2.18
H -2.56 -0.93 -3.71
H -1.65 -0.28 -5.77
H -0.10 1.41 -6.22
H 1.15 3.42 -5.75
H 2.08 5.01 -4.10
H 1.81 4.53 -1.66
H -0.50 -2.52 -2.65
H -0.22 -4.64 -3.91
H -2.12 -6.20 -4.11
H -4.25 -5.71 -2.97
H -4.48 -3.58 -1.66
O -2.12 3.28 -2.75
Se -2.37 2.02 -1.78
O -1.50 2.23 -0.37
O -0.02 0.71 -2.29
O -3.91 2.01 -1.38
*
```

Mulliken atomic charge list, values in e, 5 entries:
1. Mg 3.741
2. C -0.419
3. N 0.753
4. C -1.192
5. C -0.688